1.
{
  "formula": "C13H16BNO4",
  "method": "ωB97M-V/def2-TZVPD",
  "e_homo_ev": -9.4912,
  "smiles": "CN(C)B(O)C1=CC(=O)c2ccccc2C1=O.CO",
  "energy_ev": -24091.990,
  "spin_multiplicity": 1,
  "lumo_ev": -1.373,
  "elements": ["C", "N", "C", "B", "O", "C", "C", "C", "O", "C", "C", "C", "C", "C", "C", "C", "O", "H", "H", "H", "H", "H", "H", "H", "H", "H", "H", "H", "H", "C", "O", "H", "H", "H", "H"],
  "positions_angstrom": [[4.7097, 0.0917, -0.3716], [3.4877, 0.2811, 0.4678], [2.9813, -1.0976, 0.7807], [2.4533, 1.1023, -0.2556], [2.7032, 2.5403, -0.2754], [1.1381, 0.4186, -0.9157], [1.1280, -0.4081, -2.0769], [-0.2477, -1.0678, -2.6075], [-0.4865, -1.2467, -3.8258], [-1.2603, -1.5112, -1.4320], [-2.1917, -2.7372, -1.5071], [-3.0812, -3.0584, -0.2593], [-3.0484, -2.1902, 1.0193], [-2.1344, -0.9117, 1.0785], [-1.2564, -0.5966, -0.1484], [-0.2636, 0.6751, -0.1481], [-0.5523, 1.7824, 0.3674], [5.4894, -0.5188, 0.2125], [4.5001, -0.4729, -1.3456], [5.1530, 1.1065, -0.6485], [2.9711, -1.6888, -0.1969], [3.6649, -1.6726, 1.5105], [1.9664, -1.0093, 1.2940], [2.6557, 2.7792, 0.6860], [2.1243, -0.6163, -2.5966], [-2.2154, -3.3784, -2.4556], [-3.7585, -3.9766, -0.2967], [-3.6529, -2.3956, 1.9676], [-2.0613, -0.2216, 1.9780], [-3.4723, 3.6175, 1.9052], [-4.0480, 2.4886, 1.2661], [-4.1729, 3.9978, 2.6492], [-2.5428, 3.3248, 2.4002], [-3.2722, 4.3971, 1.1657], [-3.4075, 2.1733, 0.6143]],
  "forces_ev_per_a": [[1.100, 0.582, -0.056], [-1.169, -1.096, -1.434], [0.178, -0.382, 0.420], [1.319, 1.351, 0.552], [-1.215, -2.432, 0.996], [-1.491, -1.431, -1.729], [-0.651, 1.284, 2.417], [-0.246, -0.476, -1.359], [0.894, 0.470, 4.288], [-1.435, -0.221, 2.184], [0.307, 2.525, 2.985], [1.946, 2.498, 0.296], [2.313, 1.468, -2.624], [0.262, -2.238, -3.668], [-1.320, -1.945, 0.125], [-0.624, 0.847, -0.069], [0.962, -3.830, -1.398], [-1.137, 0.974, -0.822], [0.159, 0.577, 1.189], [-0.544, -1.392, 0.434], [-0.463, 0.391, 1.393], [-0.826, 1.139, -1.075], [1.218, -0.379, -0.935], [0.514, -0.005, -1.183], [-1.813, 0.274, 0.409], [0.008, 1.087, 1.693], [1.109, 1.523, 0.090], [0.836, 0.030, -1.806], [-0.296, -1.138, -1.312], [0.160, -0.162, -0.206], [-0.043, -0.186, -0.100], [-0.013, -0.114, -0.104], [0.046, 0.232, 0.066], [0.087, 0.148, 0.179], [-0.133, 0.029, 0.163]],
  "nbo_charge": [-0.429, -0.718, -0.426, 1.146, -0.912, -0.406, -0.227, 0.534, -0.502, -0.113, -0.183, -0.206, -0.203, -0.185, -0.127, 0.555, -0.528, 0.209, 0.169, 0.227, 0.182, 0.207, 0.207, 0.504, 0.241, 0.254, 0.236, 0.241, 0.251, -0.244, -0.730, 0.178, 0.164, 0.164, 0.471]
}



2.
{
  "formula": "HN2O",
  "method": "ωB97M-V/def2-TZVPD",
  "e_homo_ev": [-17.9730, -17.9674],
  "energy_ev": -5028.180,
  "total_charge": 1,
  "de_lowest_kj_mol": 329.73,
  "spin_multiplicity": 1,
  "lumo_ev": [-8.649, -8.318],
  "elements": ["N", "N", "O", "H"],
  "positions_angstrom": [[0.2432, 0.0578, 0.6494], [0.8312, 0.0901, 1.5652], [2.4192, 1.8760, 1.1157], [0.0364, 0.2224, -0.3661]],
  "forces_ev_per_a": [[0.874, 0.480, -0.578], [-0.645, -0.414, 0.186], [0.216, 0.209, -0.033], [-0.445, -0.275, 0.425]],
  "nbo_charge": [-0.029, 0.465, 0.012, 0.552]
}



3.
{
  "formula": "C29H29F3GeN6STi",
  "method": "ωB97M-V/def2-TZVPD",
  "e_homo_ev": -6.4811,
  "energy_ev": -138103.628,
  "de_lowest_kj_mol": 26.60,
  "spin_multiplicity": 1,
  "lumo_ev": -0.125,
  "elements": ["Ti", "F", "C", "F", "F", "C", "C", "C", "C", "N", "C", "S", "H", "H", "H", "C", "N", "C", "C", "N", "N", "C", "N", "N", "H", "H", "H", "H", "H", "H", "H", "H", "H", "H", "H", "C", "Ge", "C", "C", "C", "C", "C", "C", "C", "C", "C", "C", "C", "C", "C", "C", "C", "C", "C", "C", "H", "H", "H", "H", "H", "H", "H", "H", "H", "H", "H", "H", "H", "H", "H"],
  "positions_angstrom": [[-0.1228, -0.5029, -2.1051], [1.6436, -6.2280, -2.2148], [1.1934, -5.4940, -3.2594], [2.2442, -4.8870, -3.7999], [0.7408, -6.3887, -4.1738], [0.0726, -4.5895, -2.8206], [-1.0981, -5.2361, -2.4631], [-2.1935, -4.5203, -2.0093], [-2.0638, -3.1508, -1.9314], [-0.9522, -2.5152, -2.2834], [0.1467, -3.1869, -2.7216], [1.5213, -2.1831, -3.0413], [-1.1463, -6.3151, -2.5398], [-3.1101, -5.0092, -1.7142], [-2.8657, -2.5303, -1.5489], [1.2350, 4.7690, -2.1905], [1.3777, 3.6077, -3.0744], [2.7661, 3.2819, -3.3657], [0.5426, 2.5264, -2.8533], [0.9099, 1.3076, -2.7723], [-0.7938, 2.8896, -2.7575], [-1.8949, 2.0967, -2.5053], [-3.0455, 2.8482, -2.3767], [-1.8498, 0.8206, -2.4404], [1.8966, 5.5525, -2.5525], [1.4986, 4.5290, -1.1559], [0.2253, 5.1729, -2.2023], [3.2657, 4.1861, -3.7047], [2.8171, 2.5489, -4.1690], [3.3029, 2.8989, -2.4892], [1.9170, 1.2034, -2.7611], [-1.0079, 3.8117, -3.0971], [-2.9448, 3.7180, -1.8747], [-3.8573, 2.3304, -2.0794], [-2.7404, 0.4395, -2.1412], [0.0102, -0.3776, -0.4097], [0.0733, -0.1265, 1.4578], [1.7390, -0.7165, 2.3142], [2.9550, -0.5076, 1.6639], [4.1525, -0.9051, 2.2411], [4.1512, -1.5269, 3.4844], [2.9492, -1.7495, 4.1400], [1.7529, -1.3477, 3.5556], [-0.1254, 1.7915, 1.8905], [-0.5771, 2.6683, 0.9059], [-0.7417, 4.0233, 1.1666], [-0.4483, 4.5274, 2.4274], [0.0114, 3.6690, 3.4181], [0.1713, 2.3146, 3.1486], [-1.3986, -1.0895, 2.3412], [-1.5966, -2.4335, 2.0155], [-2.6377, -3.1613, 2.5752], [-3.5077, -2.5519, 3.4720], [-3.3269, -1.2169, 3.8037], [-2.2792, -0.4943, 3.2413], [2.9614, -0.0486, 0.6804], [5.0873, -0.7417, 1.7185], [5.0836, -1.8452, 3.9341], [2.9398, -2.2431, 5.1044], [0.8180, -1.5396, 4.0731], [-0.7932, 2.2583, -0.0771], [-1.0981, 4.6934, 0.3900], [-0.5751, 5.5823, 2.6375], [0.2480, 4.0563, 4.4017], [0.5446, 1.6593, 3.9295], [-0.9288, -2.9148, 1.3073], [-2.7703, -4.2046, 2.3135], [-4.3207, -3.1171, 3.9111], [-4.0006, -0.7357, 4.5028], [-2.1530, 0.5497, 3.5095]],
  "forces_ev_per_a": [[0.064, 0.012, 0.257], [0.012, 0.031, -0.067], [0.043, -0.034, 0.032], [-0.050, -0.035, -0.009], [0.031, 0.024, 0.047], [-0.063, -0.040, -0.018], [0.030, -0.001, -0.043], [-0.062, -0.023, 0.032], [0.035, 0.027, 0.042], [0.007, -0.062, -0.171], [-0.025, 0.011, 0.042], [-0.016, 0.040, -0.116], [0.000, 0.004, 0.002], [0.009, 0.008, 0.000], [-0.012, 0.003, -0.013], [0.008, 0.023, -0.006], [-0.008, 0.016, 0.016], [-0.014, 0.002, 0.009], [0.034, 0.032, 0.026], [-0.048, -0.060, -0.105], [-0.013, 0.026, -0.037], [-0.029, -0.034, 0.010], [-0.005, 0.039, 0.017], [0.026, 0.003, -0.114], [0.003, -0.002, -0.009], [0.000, -0.009, 0.009], [-0.009, -0.025, 0.008], [0.001, 0.007, 0.005], [-0.004, -0.008, 0.000], [0.004, 0.003, 0.004], [0.008, -0.023, 0.036], [0.004, 0.002, -0.013], [0.011, -0.006, 0.002], [-0.004, -0.003, -0.019], [0.025, -0.049, 0.035], [0.036, 0.110, 0.117], [-0.005, -0.032, 0.022], [-0.019, -0.009, -0.046], [0.029, -0.023, 0.009], [-0.015, -0.016, 0.033], [-0.022, 0.016, -0.029], [-0.005, 0.001, -0.005], [0.003, 0.026, 0.034], [-0.017, -0.018, 0.026], [-0.039, 0.003, -0.005], [0.022, -0.025, 0.012], [0.004, -0.022, 0.009], [-0.005, -0.001, -0.024], [0.005, 0.037, -0.029], [0.006, 0.006, -0.021], [-0.020, -0.003, 0.006], [0.010, 0.020, 0.003], [0.020, 0.019, -0.005], [0.008, -0.014, -0.006], [-0.002, -0.015, 0.010], [-0.018, -0.002, -0.001], [-0.001, -0.002, 0.004], [-0.002, 0.004, 0.002], [0.007, 0.003, -0.005], [0.011, 0.001, -0.011], [0.018, 0.009, 0.031], [0.003, 0.007, -0.008], [0.003, -0.001, 0.001], [-0.001, 0.005, -0.004], [-0.005, 0.002, -0.008], [-0.001, 0.011, 0.000], [-0.002, 0.008, 0.005], [0.002, 0.004, -0.001], [-0.001, -0.006, -0.002], [0.002, -0.003, -0.008]],
  "nbo_charge": [0.911, -0.329, 0.983, -0.300, -0.335, -0.228, -0.096, -0.305, 0.096, -0.519, 0.128, -0.219, 0.230, 0.227, 0.199, -0.409, -0.440, -0.424, 0.646, -0.730, -0.619, 0.641, -0.814, -0.741, 0.215, 0.210, 0.194, 0.219, 0.221, 0.194, 0.397, 0.414, 0.395, 0.398, 0.382, -1.027, 1.513, -0.337, -0.233, -0.205, -0.221, -0.221, -0.231, -0.421, -0.166, -0.245, -0.227, -0.216, -0.200, -0.332, -0.241, -0.210, -0.226, -0.224, -0.234, 0.213, 0.205, 0.207, 0.207, 0.211, 0.202, 0.185, 0.208, 0.211, 0.216, 0.220, 0.206, 0.207, 0.206, 0.210]
}



4.
{
  "formula": "C22H17MnN5S",
  "method": "ωB97M-V/def2-TZVPD",
  "e_homo_ev": [-7.0474, -7.2386],
  "energy_ev": -72697.207,
  "spin_multiplicity": 6,
  "lumo_ev": [-0.871, -1.038],
  "elements": ["Mn", "C", "C", "C", "C", "C", "C", "N", "C", "C", "C", "C", "C", "C", "N", "N", "C", "C", "C", "C", "C", "N", "H", "H", "H", "H", "H", "H", "H", "H", "H", "H", "H", "H", "H", "S", "C", "C", "C", "C", "C", "N", "H", "H", "H", "H"],
  "positions_angstrom": [[-0.6629, 0.4169, 0.0869], [4.5871, -1.0744, -0.2108], [3.9224, -0.7460, -1.3847], [2.5399, -0.8363, -1.4519], [1.8074, -1.2562, -0.3457], [2.4769, -1.5803, 0.8320], [3.8595, -1.4922, 0.8955], [0.3919, -1.2707, -0.4209], [-0.2576, -2.4037, -0.1647], [0.3276, -3.7123, -0.1775], [-0.4664, -4.8137, -0.1138], [-1.8873, -4.7296, -0.0155], [-2.4911, -3.5159, 0.0368], [-1.6975, -2.3443, 0.0146], [-2.1753, -1.0888, 0.1845], [-3.3915, -0.8354, 0.0420], [-3.6371, 0.5766, 0.0679], [-4.9411, 1.0292, 0.1883], [-5.1789, 2.3916, 0.1506], [-4.1157, 3.2652, -0.0090], [-2.8444, 2.7305, -0.1211], [-2.6108, 1.4223, -0.0932], [5.6655, -1.0009, -0.1568], [4.4828, -0.4197, -2.2519], [2.0071, -0.5871, -2.3619], [1.8992, -1.8741, 1.6999], [4.3698, -1.7379, 1.8183], [1.3970, -3.8146, -0.2874], [-0.0017, -5.7914, -0.1549], [-2.4784, -5.6337, 0.0313], [-3.5633, -3.4170, 0.1370], [-5.7344, 0.3053, 0.3122], [-6.1880, 2.7710, 0.2453], [-4.2635, 4.3348, -0.0469], [-1.9703, 3.3620, -0.2328], [0.1880, 1.2682, 2.2967], [1.1066, 2.2296, 1.1782], [2.1094, 3.1476, 1.5339], [2.7651, 3.8419, 0.5440], [2.4327, 3.6332, -0.7974], [1.4454, 2.7173, -1.0741], [0.7984, 2.0370, -0.1190], [2.3497, 3.2865, 2.5781], [3.5422, 4.5495, 0.8062], [2.9356, 4.1622, -1.5940], [1.1503, 2.4975, -2.0942]],
  "forces_ev_per_a": [[0.521, 0.816, 0.608], [0.013, 0.002, -0.025], [-0.002, -0.005, 0.019], [0.024, 0.014, 0.008], [-0.033, 0.029, -0.153], [0.036, 0.040, 0.042], [-0.047, 0.005, -0.011], [0.361, -0.207, 0.133], [-0.679, -0.335, -0.114], [-0.102, 0.207, 0.031], [-0.333, -0.082, 0.015], [0.238, -0.320, -0.034], [0.103, 0.293, 0.035], [0.656, -0.475, 0.237], [0.494, -0.269, -0.654], [-1.276, 1.017, 0.116], [0.201, -0.658, 0.014], [-0.213, -0.004, 0.040], [-0.114, -0.198, 0.016], [0.216, 0.068, -0.017], [-0.066, 0.232, 0.047], [-0.023, -0.262, -0.106], [-0.003, 0.001, -0.001], [-0.004, 0.000, 0.001], [0.015, 0.012, -0.002], [0.012, 0.002, 0.006], [-0.007, -0.001, -0.001], [0.032, 0.027, 0.014], [-0.030, -0.019, 0.004], [0.039, -0.030, -0.009], [0.004, 0.025, 0.006], [0.005, 0.023, -0.008], [-0.003, -0.020, 0.003], [0.024, -0.007, 0.004], [-0.026, 0.016, -0.012], [0.050, 0.045, -0.006], [-0.148, -0.175, 0.179], [0.031, 0.015, -0.041], [-0.024, -0.016, 0.060], [-0.001, -0.022, 0.002], [0.058, 0.002, -0.005], [0.030, 0.224, -0.447], [-0.012, -0.012, -0.003], [-0.006, -0.004, -0.001], [-0.016, -0.014, -0.003], [0.007, 0.019, 0.012]],
  "mulliken_spin": [4.799, 0.002, 0.001, -0.008, -0.017, -0.015, 0.000, 0.029, 0.006, -0.007, 0.013, -0.013, 0.015, -0.033, -0.005, 0.099, -0.003, 0.012, 0.004, 0.015, 0.027, 0.036, 0.000, 0.000, 0.002, 0.000, 0.000, 0.003, 0.000, -0.001, 0.004, -0.001, 0.000, 0.000, 0.002, 0.040, 0.024, -0.005, 0.007, -0.008, 0.012, -0.036, -0.002, 0.000, 0.000, 0.003]
}



The following F_max values (in eV Å⁻¹) correspond, in order, to the records above: 4.41 1.15 0.27 1.64.